Entry 1:
{
  "formula": "C2H5N5",
  "method": "ωB97M-V/def2-TZVPD",
  "smiles": "N=C=NN.N=C=N",
  "relative_energy_ev": 4.147,
  "symbols": ["N", "C", "N", "N", "H", "H", "H", "N", "C", "N", "H", "H"],
  "xyz": [[-2.162834, 0.903877, 0.871354], [-1.481379, 0.035420, 0.385826], [-0.576181, -0.722348, 0.133409], [0.016384, -1.263208, -1.016688], [-3.074534, 0.761116, 1.194040], [0.920607, -1.445686, -0.622391], [-0.348271, -2.248372, -1.311847], [1.646420, 0.520229, 1.216261], [1.313600, 0.840046, 0.089816], [1.250217, 1.380551, -0.988609], [1.057120, -0.030805, 1.950590], [1.438855, 1.269184, -1.901760]],
  "atomic_forces_ev_per_a": [[0.440, 1.226, -0.236], [0.695, -0.702, -0.568], [-1.076, -1.292, 0.314], [-0.675, -1.705, -0.988], [-1.385, -0.305, 0.495], [0.807, -0.435, -0.466], [0.251, 2.310, 1.212], [-1.160, -1.558, 2.661], [1.238, 0.997, -1.034], [-1.127, 0.901, 4.243], [1.349, 1.567, -2.432], [0.642, -1.003, -3.200]],
  "lowdin_charge": [0.169, -0.313, -0.061, -0.002, 0.043, 0.052, 0.130, 0.117, -0.476, 0.199, 0.119, 0.024]
}

***

Entry 2:
{
  "formula": "C22H21Br9N4O8",
  "method": "ωB97M-V/def2-TZVPD",
  "relative_energy_ev": 0.000,
  "symbols": ["C", "N", "O", "O", "H", "H", "H", "C", "C", "C", "C", "C", "C", "N", "O", "O", "H", "H", "H", "H", "H", "C", "C", "C", "C", "C", "C", "N", "O", "O", "H", "H", "H", "H", "H", "C", "C", "C", "C", "C", "C", "N", "O", "O", "H", "H", "H", "H", "H", "C", "Br", "Br", "Br", "H", "C", "Br", "Br", "Br", "H", "C", "Br", "Br", "Br", "H"],
  "xyz": [[-0.875284, -0.813434, -1.960561], [0.508076, -0.427414, -1.527971], [0.848716, 0.733966, -1.436831], [1.198116, -1.378004, -1.252291], [-1.470184, -1.134274, -1.105431], [-0.725234, -1.624384, -2.673261], [-1.311714, 0.086586, -2.393691], [3.577276, 1.204386, 1.103769], [4.159226, 1.580096, 2.325089], [5.251426, 2.437976, 2.320069], [5.836456, 2.900526, 1.120429], [5.218286, 2.475266, -0.085901], [4.110736, 1.636196, -0.099011], [7.045796, 3.797416, 1.156279], [7.896316, 3.651996, 1.972209], [7.136346, 4.640046, 0.312149], [2.732716, 0.533686, 1.160949], [3.723146, 1.197056, 3.235869], [5.611426, 2.728566, 3.295959], [5.692646, 2.820556, -0.992621], [3.538346, 1.398876, -0.983571], [-1.434624, 4.361186, 1.103479], [-1.352304, 5.702986, 0.892699], [-0.480484, 6.233836, -0.059461], [0.358986, 5.349156, -0.763831], [0.326376, 3.995376, -0.541851], [-0.569214, 3.514026, 0.453549], [1.270666, 5.988106, -1.743111], [1.245526, 7.189916, -1.911881], [2.087536, 5.317476, -2.376151], [-2.272944, 4.110716, 1.736619], [-1.951554, 6.430446, 1.420059], [-0.390214, 7.308036, -0.125271], [0.950986, 3.352626, -1.144451], [-0.626224, 2.450006, 0.629629], [-5.660134, -6.486314, 1.742649], [-5.525864, -5.878614, 0.485469], [-4.512244, -4.923594, 0.342479], [-3.575874, -4.657984, 1.321679], [-3.785674, -5.242894, 2.579559], [-4.813084, -6.147564, 2.764799], [-2.420224, -3.742194, 1.124369], [-2.330054, -3.122924, 0.052249], [-1.725174, -3.540084, 2.095929], [-6.411604, -7.259034, 1.810449], [-6.203144, -6.258324, -0.265201], [-4.331184, -4.407864, -0.588991], [-3.082184, -5.062724, 3.378959], [-4.956704, -6.632864, 3.718869], [-2.718364, 0.215226, 1.572639], [-0.914224, -0.518334, 1.507509], [-3.369314, 0.917336, -0.102071], [-2.840284, 1.665956, 3.061069], [-3.417094, -0.578944, 1.835649], [-3.319104, -2.783904, -3.934791], [-2.474214, -1.562744, -5.277771], [-4.122014, -1.767614, -2.436291], [-1.856154, -3.985414, -3.140911], [-4.090024, -3.400504, -4.396951], [4.145336, -2.909294, -2.006711], [5.176396, -1.219074, -1.983831], [5.221756, -4.170104, -0.909611], [3.858906, -3.599114, -3.875731], [3.186416, -2.690064, -1.537121]],
  "atomic_forces_ev_per_a": [[0.179, 0.998, -0.574], [-0.787, -0.206, 0.299], [-0.250, -0.130, -0.141], [0.967, -0.444, 0.290], [0.469, -0.093, -0.042], [-0.187, 0.257, 0.150], [-0.060, -0.250, -0.111], [0.492, -0.086, 1.078], [-0.121, 0.093, -1.447], [0.625, 0.304, 0.165], [-1.719, -1.416, 0.467], [1.464, 0.920, 0.436], [-0.415, 0.486, 0.631], [-1.108, -0.471, -0.950], [0.770, -1.199, 2.232], [-0.790, 0.983, -1.727], [-0.181, 0.016, -0.370], [0.164, 0.196, 0.182], [0.465, 0.217, -0.101], [-0.227, 0.051, -0.265], [0.480, -0.050, -0.353], [-0.600, 0.064, 0.288], [0.797, 2.026, -1.278], [0.455, -0.690, 0.680], [-0.732, 1.628, 0.321], [-0.521, -0.321, 0.728], [0.566, -0.428, -1.231], [1.799, -0.132, -1.415], [-0.978, 0.247, 0.762], [-1.030, -0.776, 0.952], [0.413, -0.923, 0.235], [-0.275, -0.226, 0.174], [0.070, -0.082, -0.455], [0.038, -0.198, 0.202], [0.088, -0.117, -0.045], [-0.189, 0.154, -1.649], [0.572, -0.025, 1.542], [0.344, 0.085, -1.662], [-0.988, -0.868, 1.272], [0.998, 0.144, -0.211], [0.010, -0.070, 0.624], [-1.083, 1.221, -0.476], [-0.079, -1.227, 1.157], [0.250, -0.409, -0.363], [-0.046, -0.022, 0.461], [0.207, 0.646, -0.499], [-0.233, -0.062, -0.333], [-0.025, 0.134, 0.036], [0.203, 0.100, 0.170], [0.126, 0.776, 0.914], [-0.747, 0.669, 0.179], [0.245, 0.057, 0.389], [0.042, -1.541, -1.322], [0.326, 0.265, 0.255], [1.418, 0.390, 0.788], [-0.801, -0.954, 0.937], [0.267, -0.557, -1.079], [-1.449, 0.668, -0.945], [0.372, 0.162, 0.048], [1.223, 0.036, -0.365], [-0.704, -0.694, -0.310], [-0.950, 0.406, -0.666], [0.161, 0.562, 1.541], [0.210, -0.298, -0.197]],
  "lowdin_charge": [-0.075, -0.445, 0.056, 0.040, -0.018, 0.015, 0.079, -0.072, -0.066, -0.018, -0.098, -0.002, -0.111, -0.387, 0.095, 0.087, 0.096, 0.104, 0.112, 0.115, 0.082, -0.116, -0.079, 0.009, -0.137, 0.020, -0.056, -0.341, 0.067, 0.061, 0.053, 0.109, 0.115, 0.104, 0.055, -0.076, -0.041, -0.010, -0.126, 0.001, -0.077, -0.314, -0.054, 0.044, 0.109, 0.107, 0.082, 0.117, 0.111, -1.424, 0.692, 0.616, 0.519, -0.025, -1.366, 0.546, 0.561, 0.545, -0.020, -1.468, 0.544, 0.508, 0.500, -0.055]
}

***

Entry 3:
{
  "formula": "C21H44BNO26P2S2Ta",
  "method": "ωB97M-V/def2-TZVPD",
  "total_charge": -1,
  "symbols": ["C", "C", "Ta", "N", "C", "O", "O", "B", "O", "O", "P", "O", "O", "S", "P", "O", "O", "S", "H", "H", "H", "H", "H", "H", "H", "H", "C", "O", "C", "O", "O", "C", "H", "H", "H", "H", "H", "H", "C", "O", "C", "O", "O", "C", "H", "H", "H", "H", "H", "H", "C", "O", "C", "O", "O", "C", "H", "H", "H", "H", "H", "H", "C", "O", "C", "O", "O", "C", "H", "H", "H", "H", "H", "H", "C", "O", "C", "O", "O", "C", "H", "H", "H", "H", "H", "H", "C", "O", "C", "O", "O", "C", "H", "H", "H", "H", "H", "H"],
  "xyz": [[1.448858, 1.873398, 2.096499], [1.886971, 2.980937, 1.892183], [2.843026, 4.953794, 1.406807], [1.898132, 5.847258, 3.146369], [1.725179, 7.027634, 2.958721], [1.568947, 8.173172, 2.833956], [1.238769, 5.550623, 0.258386], [0.034881, 4.950807, 0.563148], [-0.432109, 3.933830, -0.235162], [-0.688504, 5.424767, 1.639433], [3.847031, 3.873365, -0.748357], [2.559580, 3.689310, -1.736347], [4.780492, 4.948996, -1.538532], [4.691715, 2.158251, -0.554772], [4.878879, 4.459524, 2.947527], [5.029695, 5.736338, 3.962510], [4.458342, 3.246136, 3.953119], [6.566295, 4.172874, 2.081167], [1.071627, 0.884671, 2.239388], [3.684418, 6.540923, 1.014849], [-0.548505, 4.208738, -1.146244], [-0.509780, 4.896867, 2.423986], [2.053303, 4.511139, -1.757884], [4.243441, 5.709245, -1.787486], [4.313373, 5.706630, 4.607201], [3.564321, 3.440203, 4.265297], [2.823974, 0.874276, -3.756978], [3.280375, 0.370648, -5.028214], [3.873219, -0.808861, -4.980502], [4.030042, -1.500941, -4.011292], [4.275937, -1.123452, -6.220555], [4.943327, -2.379589, -6.307085], [2.352323, 1.828681, -3.962104], [2.098403, 0.193354, -3.317642], [3.652730, 1.030612, -3.072780], [4.285947, -3.188896, -5.994959], [5.841372, -2.382747, -5.692731], [5.211130, -2.504245, -7.352321], [5.113527, 1.241786, 6.428319], [4.572592, 0.458505, 5.361922], [4.319858, -0.802128, 5.672484], [4.501405, -1.328098, 6.741652], [3.817616, -1.401293, 4.593303], [3.492871, -2.776667, 4.775842], [5.257555, 2.236929, 6.024415], [4.416563, 1.276118, 7.264527], [6.067165, 0.835166, 6.758251], [2.737933, -2.895483, 5.550876], [4.379579, -3.350936, 5.037204], [3.099971, -3.116825, 3.822616], [-6.545461, 6.818822, -0.549744], [-5.206424, 6.390571, -0.788771], [-4.275881, 7.247255, -0.357024], [-4.498754, 8.298971, 0.181620], [-3.086274, 6.737554, -0.629555], [-1.978210, 7.546924, -0.212928], [-7.184024, 6.035589, -0.946791], [-6.727105, 6.938819, 0.516230], [-6.748143, 7.756812, -1.062766], [-1.979438, 7.685868, 0.862730], [-1.999488, 8.507282, -0.724594], [-1.080764, 7.011643, -0.499032], [-2.578011, -0.822886, 1.616532], [-1.235209, -1.293854, 1.496001], [-1.107634, -2.467648, 0.887078], [-2.007095, -3.139198, 0.450799], [0.180601, -2.776203, 0.839718], [0.469737, -4.015321, 0.180580], [-2.510797, 0.136851, 2.118254], [-3.027791, -0.693207, 0.634841], [-3.174898, -1.512450, 2.210271], [0.141717, -3.981089, -0.855511], [-0.013214, -4.846754, 0.688915], [1.548286, -4.125497, 0.221408], [-3.275250, -6.280235, -0.015268], [-1.898509, -6.675946, -0.106103], [-1.690877, -7.848571, -0.683571], [-2.529774, -8.591551, -1.120626], [-0.374609, -8.074078, -0.700988], [0.000061, -9.312088, -1.304317], [-3.274399, -5.307946, 0.465406], [-3.718605, -6.192948, -1.004219], [-3.836719, -6.994481, 0.583395], [-0.316159, -9.344214, -2.344721], [-0.433499, -10.150610, -0.763416], [1.083096, -9.355565, -1.246502], [-6.442856, -2.950309, -3.085000], [-6.935392, -4.016474, -3.904200], [-6.658781, -5.230532, -3.439164], [-6.060652, -5.477790, -2.427101], [-7.153281, -6.129132, -4.287216], [-6.911527, -7.485852, -3.902214], [-6.737943, -2.032779, -3.583216], [-6.886606, -2.993425, -2.093113], [-5.359423, -2.996678, -3.004945], [-7.375066, -7.700249, -2.942034], [-5.843941, -7.685355, -3.845747], [-7.362643, -8.098533, -4.676105]],
  "atomic_forces_ev_per_a": [[-0.330, -0.594, 0.108], [0.880, 1.024, -0.211], [-2.997, 0.589, -0.064], [0.878, -0.888, -1.012], [0.118, 0.136, 0.336], [-0.301, 0.676, -0.074], [1.468, -0.639, 1.009], [0.385, 0.207, -0.246], [-0.819, 0.178, -0.065], [-0.185, -0.391, 0.265], [0.207, -0.264, 0.190], [-0.057, 0.210, -0.397], [-0.003, -0.194, -0.255], [0.163, -0.026, -0.043], [0.288, 0.304, -0.254], [-0.036, -0.172, 0.231], [0.132, 0.254, 0.304], [0.071, -0.092, -0.053], [0.020, 0.055, -0.004], [0.327, -0.385, 0.008], [0.274, -0.277, -0.208], [-0.091, 0.106, 0.207], [-0.253, -0.020, 0.150], [0.142, 0.256, 0.053], [-0.118, 0.280, 0.046], [-0.222, -0.416, -0.037], [-0.090, 0.113, 0.105], [-0.064, 0.129, 0.000], [-0.025, 0.079, -0.059], [0.003, -0.125, 0.139], [0.031, -0.026, -0.094], [0.045, -0.049, -0.102], [0.024, 0.020, -0.091], [0.050, -0.074, 0.019], [0.058, -0.073, 0.032], [0.005, -0.012, 0.062], [-0.012, -0.018, 0.061], [-0.016, 0.044, -0.027], [0.041, 0.153, 0.062], [0.015, 0.090, 0.034], [-0.037, 0.040, -0.088], [0.031, -0.073, 0.141], [-0.045, -0.047, -0.082], [-0.045, -0.078, -0.077], [-0.002, -0.018, -0.143], [0.018, -0.086, 0.042], [-0.019, -0.077, 0.037], [0.026, -0.003, 0.057], [0.013, 0.001, 0.061], [-0.001, 0.043, -0.035], [-0.111, -0.056, -0.027], [-0.056, -0.060, -0.038], [0.005, -0.081, -0.010], [-0.031, 0.156, 0.069], [0.163, -0.069, -0.058], [0.120, 0.147, -0.052], [0.032, -0.040, -0.021], [0.018, 0.057, 0.022], [0.017, 0.050, 0.034], [-0.053, 0.011, 0.042], [-0.079, 0.042, 0.046], [-0.007, -0.071, -0.062], [-0.056, 0.115, 0.039], [0.014, 0.106, 0.099], [0.173, -0.007, -0.020], [-0.261, -0.064, -0.043], [0.092, -0.020, 0.019], [0.116, -0.092, -0.003], [0.054, 0.019, 0.003], [-0.019, -0.053, -0.026], [-0.016, -0.052, -0.037], [-0.061, -0.005, -0.012], [-0.066, 0.004, -0.028], [0.025, 0.060, 0.020], [-0.161, 0.191, 0.046], [-0.010, 0.094, 0.073], [0.044, 0.071, 0.021], [-0.115, -0.110, -0.060], [0.104, -0.017, 0.000], [0.112, -0.051, -0.017], [0.130, 0.021, -0.011], [-0.015, -0.089, -0.028], [0.008, -0.086, -0.057], [-0.059, -0.017, -0.008], [-0.059, -0.012, -0.017], [0.019, 0.047, 0.024], [0.003, 0.137, -0.007], [-0.032, 0.082, -0.030], [-0.014, 0.021, -0.117], [0.111, -0.041, 0.219], [-0.048, -0.061, -0.057], [-0.025, -0.122, -0.059], [-0.029, -0.015, -0.052], [0.026, -0.045, 0.037], [0.021, -0.046, 0.042], [0.034, 0.021, 0.050], [0.027, 0.022, 0.058], [-0.024, 0.038, -0.041]],
  "lowdin_charge": [0.008, -0.296, 1.516, -0.059, -0.564, 0.123, -0.198, -1.071, 0.161, 0.130, -0.018, -0.314, -0.304, 0.211, -0.053, -0.325, -0.317, 0.192, 0.018, -0.076, 0.101, 0.096, 0.027, 0.043, 0.031, 0.035, -0.027, 0.007, -0.632, 0.125, -0.006, -0.056, 0.085, 0.098, 0.048, 0.093, 0.096, 0.088, -0.036, 0.013, -0.629, 0.112, 0.009, -0.046, 0.073, 0.096, 0.098, 0.094, 0.095, 0.090, -0.050, 0.002, -0.627, 0.124, 0.021, -0.017, 0.090, 0.096, 0.095, 0.104, 0.103, 0.078, -0.036, 0.004, -0.625, 0.113, 0.013, -0.026, 0.094, 0.097, 0.095, 0.101, 0.088, 0.096, -0.018, 0.000, -0.630, 0.121, -0.001, -0.046, 0.077, 0.089, 0.098, 0.096, 0.095, 0.092, -0.033, 0.007, -0.630, 0.121, 0.006, -0.036, 0.093, 0.097, 0.099, 0.096, 0.098, 0.092]
}

***

Entry 4:
{
  "formula": "C6H10O",
  "method": "ωB97M-V/def2-TZVPD",
  "smiles": "C[C@H]1CC=C[C@H]1O",
  "relative_energy_ev": 0.637,
  "symbols": ["C", "C", "C", "C", "C", "C", "O", "H", "H", "H", "H", "H", "H", "H", "H", "H", "H"],
  "xyz": [[2.026606, -0.389379, 0.151286], [0.559718, -0.042392, 0.476361], [0.200789, 1.209736, -0.335670], [-1.295719, 1.254882, -0.315945], [-1.807997, 0.076942, 0.027828], [-0.752274, -0.950763, 0.397223], [-0.805725, -2.071428, -0.479753], [2.219608, -0.469986, -0.924555], [2.622087, 0.474563, 0.491681], [2.447373, -1.266243, 0.649416], [0.556662, 0.225310, 1.541413], [0.520386, 1.051730, -1.375550], [0.707704, 2.113466, 0.019333], [-1.865758, 2.130326, -0.612761], [-2.867563, -0.170405, -0.026912], [-0.935941, -1.345072, 1.406684], [-1.575828, -1.964292, -1.055029]],
  "atomic_forces_ev_per_a": [[-0.069, -0.169, -0.025], [-0.071, 0.110, 0.021], [0.008, 0.053, -0.051], [-0.068, -0.155, -0.044], [0.039, 0.134, 0.033], [0.144, 0.331, 0.292], [0.271, 0.125, -0.363], [-0.205, -0.188, 0.147], [-0.167, -0.272, -0.081], [-0.288, -0.026, -0.028], [-0.066, 0.158, -0.156], [0.031, 0.192, 0.060], [-0.135, -0.117, 0.044], [0.004, -0.179, -0.049], [0.168, -0.005, 0.256], [0.062, 0.019, -0.152], [0.342, -0.013, 0.096]],
  "lowdin_charge": [-0.069, -0.290, -0.182, -0.079, -0.062, -0.317, -0.031, 0.074, 0.079, 0.072, 0.134, 0.121, 0.118, 0.104, 0.109, 0.134, 0.084]
}

***

no.,total energy (eV)
1,-9601.8747
2,-675863.7709
3,-119699.6703
4,-8430.6031